{
  "formula": "CH3Cl3Si",
  "method": "wB97M-V/def2-TZVPD",
  "elements": ["C", "Si", "Cl", "Cl", "Cl", "H", "H", "H"],
  "coordinates": [[-0.9003, 0.5878, 0.0873], [0.5365, -0.6362, -0.3524], [2.3301, 0.1834, 1.5930], [-0.1310, -2.4180, 0.2634], [1.6938, -0.2158, -1.8417], [-1.0113, 0.9431, 1.0023], [-0.6943, 1.4714, -0.5635], [-1.8235, 0.0843, -0.1885]],
  "forces_ev_per_a": [[1.2222, -1.3500, -5.8857], [-1.9193, 1.3649, 3.7975], [0.9272, 0.4765, 0.9594], [-0.6140, -1.6687, -0.4170], [1.1061, 0.3299, -2.8881], [0.1199, 1.1180, 4.4739], [-0.5687, -0.5208, 0.2396], [-0.2734, 0.2502, -0.2796]],
  "nbo_charge": [-1.061, 1.011, 0.062, -0.371, -0.336, 0.229, 0.232, 0.233],
  "e_homo_ev": [-5.61, -10.98],
  "homo_lumo_gap_ev": [6.09, 6.61],
  "de_lowest_kj_mol": 0.0,
  "s_squared": 2.004,
  "spin_multiplicity": 3,
  "fmax_ev_per_a": 6.16
}